# C6H12O

C6H12O in the gas phase at a distorted geometry (the ωB97M-V functional and the def2-TZVPD basis, OMol25).

Each line ends with the natural charge from an NBO analysis.
Cartesian coordinates (Å):
C: -0.952 1.116 -1.659  -0.639
C: -0.631 0.249 -0.445  0.341
O: -1.746 -0.058 0.320  -0.730
C: 0.218 -1.007 -0.722  -0.456
C: 0.776 -1.401 0.666  -0.423
C: 0.699 -0.125 1.522  -0.334
C: 0.680 1.019 0.576  -0.458
H: -1.336 0.533 -2.507  0.212
H: -0.039 1.623 -1.997  0.210
H: -1.704 1.866 -1.401  0.227
H: -1.391 -0.132 1.311  0.442
H: -0.337 -1.833 -1.185  0.224
H: 1.023 -0.735 -1.417  0.202
H: 0.128 -2.133 1.144  0.212
H: 1.776 -1.845 0.592  0.218
H: 1.209 -0.109 2.477  0.230
H: -0.450 -0.094 2.043  0.103
H: 1.391 1.042 -0.251  0.203
H: 0.679 2.001 1.095  0.218

Values from the calculation:
ΔE to the lowest compared entry with this formula, charge and spin	49.4	kcal per mole
SMILES string	CC1(O)CCCC1
highest occupied orbital energy	-9.24	eV
spin multiplicity	1
E_tot	-8462.2118	eV

# C6H6Li2O2

A molecular structure, C6H6Li2O2 at a distorted geometry (the ωB97M-V functional and the def2-TZVPD basis, OMol25).

Each line ends with the natural charge from an NBO analysis.
Cartesian coordinates (Å):
C: 1.800 -0.923 -1.145  -0.419
C: 1.529 -0.161 -0.077  -0.211
C: 0.510 -0.390 0.990  -0.590
H: 2.620 -0.652 -1.812  0.255
H: 1.228 -1.822 -1.397  0.216
H: 2.053 0.790 0.053  0.250
H: 0.952 -0.363 1.998  0.344
C: -0.263 -1.547 0.901  0.878
O: -0.894 -2.489 0.848  -0.295
O: -1.435 0.890 -1.101  -0.947
C: -1.380 1.338 0.067  0.270
C: -0.826 1.064 1.241  -0.315
Li: 0.117 1.073 -2.242  0.973
Li: -2.940 0.075 -1.496  0.988
H: -1.358 0.870 2.171  0.296
H: -1.712 2.247 1.002  0.307

Values from the calculation:
ΔE to the lowest compared entry with this formula, charge and spin	65.6	kcal per mole
net charge	+2
highest occupied orbital energy	-16.66	eV
spin multiplicity	1
E_tot	-10804.0766	eV

# C19H29N3O4S

C19H29N3O4S in the gas phase (the ωB97M-V functional and the def2-TZVPD basis, OMol25).

Each line ends with the natural charge from an NBO analysis.
Cartesian coordinates (Å):
C: 7.993 -0.163 0.410  -0.252
O: 7.142 0.854 0.878  -0.491
C: 5.821 0.802 0.557  0.319
C: 5.038 1.855 1.032  -0.269
C: 3.688 1.895 0.755  -0.168
C: 3.096 0.892 0.006  -0.281
C: 3.863 -0.164 -0.465  0.081
C: 3.207 -1.263 -1.261  -0.269
N: 2.064 -1.811 -0.560  -0.610
C: 0.791 -1.562 -0.943  0.692
O: 0.512 -1.000 -1.980  -0.634
C: -0.258 -2.026 0.064  -0.303
C: -0.469 -0.887 1.073  -0.417
C: -1.586 -1.252 2.051  -0.228
N: -2.814 -1.596 1.378  -0.680
S: -3.867 -0.360 1.051  2.460
O: -5.062 -0.973 0.559  -0.946
O: -3.931 0.431 2.242  -0.949
N: -3.144 0.537 -0.176  -0.706
C: -3.812 0.474 -1.462  -0.225
C: -5.024 1.402 -1.530  -0.422
C: -4.607 2.831 -1.191  -0.399
C: -3.932 2.854 0.178  -0.421
C: -2.752 1.884 0.191  -0.225
C: -2.676 -2.631 0.380  -0.231
C: -1.582 -2.324 -0.641  -0.409
C: 5.223 -0.210 -0.186  -0.347
H: 8.003 -0.208 -0.684  0.177
H: 8.988 0.097 0.767  0.202
H: 7.711 -1.142 0.812  0.174
H: 5.517 2.628 1.611  0.225
H: 3.091 2.716 1.122  0.214
H: 2.041 0.927 -0.223  0.218
H: 2.818 -0.868 -2.205  0.250
H: 3.921 -2.064 -1.477  0.197
H: 2.238 -2.202 0.352  0.393
H: 0.096 -2.920 0.589  0.200
H: -0.752 0.012 0.524  0.222
H: 0.452 -0.685 1.626  0.214
H: -1.284 -2.112 2.660  0.195
H: -1.819 -0.418 2.713  0.239
H: -4.124 -0.559 -1.615  0.225
H: -3.077 0.745 -2.228  0.204
H: -5.461 1.355 -2.529  0.212
H: -5.762 1.049 -0.809  0.219
H: -5.480 3.487 -1.191  0.212
H: -3.909 3.197 -1.948  0.191
H: -3.580 3.859 0.418  0.211
H: -4.638 2.538 0.947  0.218
H: -2.320 1.835 1.191  0.225
H: -1.983 2.208 -0.521  0.200
H: -2.447 -3.568 0.902  0.194
H: -3.650 -2.730 -0.099  0.237
H: -1.854 -1.453 -1.235  0.231
H: -1.461 -3.174 -1.316  0.217
H: 5.804 -1.039 -0.562  0.214

Values from the calculation:
ΔE to the lowest compared entry with this formula, charge and spin	27.4	kcal per mole
SMILES string	COc1cccc(CNC(=O)C2CCN(S(=O)(=O)N3CCCCC3)CC2)c1
highest occupied orbital energy	-8.64	eV
spin multiplicity	1
E_tot	-43669.6695	eV

# C6H15F4LiN2O12PS4

A molecular structure, C6H15F4LiN2O12PS4 at a distorted geometry (the ωB97M-V functional and the def2-TZVPD basis, OMol25).

Each line ends with the natural charge from an NBO analysis.
Cartesian coordinates (Å):
Li: -13.873 -9.468 -3.232  0.992
N: -14.876 -10.114 -0.078  -1.008
S: -16.093 -9.427 0.689  2.310
O: -16.053 -7.995 1.100  -0.877
O: -16.896 -10.409 1.453  -0.883
F: -17.028 -9.249 -0.676  -0.543
S: -13.818 -9.521 1.246  2.264
O: -14.163 -9.618 2.670  -0.845
O: -12.768 -8.543 0.895  -0.889
F: -12.963 -10.889 1.091  -0.524
N: -15.707 -9.653 -9.030  -0.988
S: -13.988 -9.617 -9.058  2.301
O: -13.387 -10.571 -9.924  -0.892
O: -13.285 -9.034 -7.859  -0.896
F: -13.931 -8.359 -9.936  -0.505
S: -15.581 -10.624 -7.855  2.357
O: -15.158 -10.198 -6.498  -0.954
O: -15.280 -12.010 -8.249  -0.909
F: -17.123 -10.549 -7.752  -0.511
C: -15.131 -2.240 -3.049  -0.635
C: -13.703 -2.386 -2.495  -0.046
O: -12.788 -2.638 -3.588  -0.853
P: -12.004 -3.961 -3.958  2.569
O: -12.625 -5.205 -3.444  -1.090
O: -11.688 -3.799 -5.566  -0.804
C: -11.241 -2.469 -5.996  -0.066
C: -11.721 -2.138 -7.424  -0.632
O: -10.561 -3.635 -3.318  -0.808
C: -9.671 -4.699 -3.269  -0.084
C: -8.825 -4.244 -2.078  -0.629
H: -14.973 -1.792 -4.030  0.220
H: -15.615 -3.206 -3.189  0.230
H: -15.624 -1.469 -2.456  0.217
H: -13.386 -1.408 -2.134  0.175
H: -13.426 -3.038 -1.667  0.204
H: -11.487 -1.603 -5.383  0.196
H: -10.157 -2.590 -6.003  0.176
H: -11.652 -3.101 -7.932  0.227
H: -12.784 -1.906 -7.481  0.211
H: -11.130 -1.317 -7.829  0.215
H: -10.067 -5.701 -3.101  0.197
H: -9.028 -4.762 -4.147  0.170
H: -8.306 -3.360 -2.448  0.210
H: -9.483 -3.881 -1.289  0.216
H: -8.327 -5.038 -1.521  0.216

Values from the calculation:
ΔE to the lowest compared entry with this formula, charge and spin	210.8	kcal per mole
net charge	-1
highest occupied orbital energy	-7.20	eV
spin multiplicity	1
E_tot	-97719.0162	eV

Which of these has the lowest E_tot?
C6H15F4LiN2O12PS4